DFT (ωB97M-V with the def2-TZVPD basis set) results for a 5-piece molecular cluster, C36H40N9O3 overall in a non-equilibrium geometry.

XYZ file:
```
88
Properties=species:S:1:pos:R:3:lowdin_charge:R:1
N 3.16 -2.42 1.82 0.0130
C 3.22 -3.01 0.46 -0.2673
C 1.96 -2.77 -0.41 -0.2033
C 0.64 -3.36 0.19 -0.1563
C -0.49 -3.17 -0.88 -0.0813
N -1.72 -2.58 -0.35 0.0414
C -2.77 -3.31 0.23 0.0870
C -3.74 -2.42 0.57 -0.1883
N -4.95 -2.82 1.20 0.2018
C -4.91 -2.47 2.39 -0.2509
O -4.88 -2.04 3.48 0.2168
N -3.31 -1.13 0.19 0.1964
C -4.08 0.09 0.34 -0.1988
C -3.53 1.37 0.17 0.0106
C -4.25 2.57 0.33 0.0007
C -5.62 2.38 0.63 -0.0144
C -6.06 1.04 0.74 -0.1122
N -5.36 -0.07 0.63 0.1438
C -2.09 -1.31 -0.33 -0.2647
O -1.24 -0.35 -0.81 0.1266
C -0.41 0.06 0.29 -0.3307
O -0.43 -0.53 1.33 0.1847
C 0.47 1.31 0.16 -0.1132
C -0.06 2.60 0.39 -0.0159
C 0.78 3.72 0.29 -0.0689
C 2.14 3.57 -0.05 -0.0523
C 2.66 2.30 -0.30 -0.0553
C 1.82 1.17 -0.17 -0.0207
H 2.19 -2.32 2.10 0.0470
H 3.60 -1.51 1.80 0.0490
H 3.52 -4.08 0.49 0.1149
H 4.06 -2.49 -0.06 0.1092
H 2.12 -3.30 -1.37 0.1246
H 1.76 -1.70 -0.62 0.0747
H 0.80 -4.45 0.31 0.1243
H 0.38 -2.97 1.19 0.1035
H -0.11 -2.52 -1.69 0.1316
H -0.74 -4.14 -1.34 0.1428
H -2.71 -4.39 0.33 0.1592
H -2.47 1.44 -0.10 0.0816
H -3.80 3.56 0.20 0.1029
H -6.31 3.22 0.77 0.1191
H -7.13 0.91 0.95 0.1270
H -1.11 2.79 0.63 0.1024
H 0.40 4.74 0.46 0.1166
H 2.77 4.46 -0.12 0.1204
H 3.72 2.19 -0.55 0.0970
H 2.30 0.20 -0.37 0.0929
N -5.63 -6.94 5.14 0.0082
C -6.28 -5.77 4.83 -0.1290
C -5.33 -4.79 4.71 -0.1213
C -4.07 -5.38 4.96 -0.1111
C -4.29 -6.71 5.22 -0.1379
H -6.08 -7.82 5.29 0.1481
H -7.35 -5.75 4.71 0.1091
H -5.52 -3.76 4.47 0.0539
H -3.11 -4.89 4.96 0.0878
H -3.60 -7.51 5.46 0.1079
N 6.38 0.71 -0.19 -0.0078
C 7.71 0.89 -0.45 -0.1340
C 8.33 1.20 0.72 -0.0981
C 7.34 1.21 1.74 -0.1006
C 6.15 0.90 1.15 -0.1550
H 5.68 0.48 -0.87 0.1080
H 8.10 0.77 -1.45 0.1085
H 9.38 1.40 0.85 0.0970
H 7.49 1.41 2.79 0.0963
H 5.15 0.80 1.56 0.0939
N -0.93 5.67 -2.27 0.0004
C -2.09 5.86 -1.57 -0.1587
C -2.79 6.87 -2.18 -0.1066
C -2.03 7.29 -3.30 -0.1012
C -0.88 6.54 -3.33 -0.1308
H -0.22 5.00 -2.03 0.1212
H -2.31 5.27 -0.69 0.0803
H -3.75 7.25 -1.87 0.0926
H -2.28 8.06 -4.01 0.0957
H -0.05 6.54 -4.00 0.1097
N 3.86 0.58 -3.46 -0.0041
C 2.74 0.11 -4.09 -0.1509
C 2.83 0.42 -5.42 -0.1031
C 4.06 1.11 -5.60 -0.0987
C 4.67 1.19 -4.38 -0.1335
H 4.06 0.50 -2.48 0.1023
H 1.97 -0.41 -3.53 0.0931
H 2.10 0.18 -6.17 0.0943
H 4.44 1.50 -6.53 0.0971
H 5.61 1.63 -4.09 0.1078
```

As for the charge: +1. Its LUMO energy is -3.116 eV. For the energy, the calculation gives -2114.026928 hartree.